Entry 1:
100
Properties=species:S:1:pos:R:3:lowdin_charge:R:1 method="wB97M-V/def2-TZVPD" multiplicity=2 gap_ev="7.12 / 6.93" relative_energy_kj_mol=0.0 e_homo_ev="-2.95 / -2.85" total_charge=-2
Ru 0.47 -0.47 1.21 1.363
C 2.41 3.10 1.65 -0.169
Si 3.28 1.53 1.03 0.421
C 3.32 1.66 -0.85 -0.162
C 5.13 1.80 1.45 -0.194
C 2.63 -0.07 1.77 -0.532
Si 3.71 -1.52 1.32 0.388
C 2.84 -3.17 1.41 -0.174
C 5.22 -1.68 2.47 -0.180
C 4.49 -1.42 -0.40 -0.174
Si 2.48 0.17 3.59 0.452
C 3.63 1.42 4.47 -0.189
C 2.61 -1.25 4.82 -0.186
C 0.76 1.00 3.76 -0.263
C 0.32 1.80 4.80 -0.063
C -0.90 2.45 4.72 -0.066
C -1.67 2.30 3.57 -0.041
C -1.20 1.48 2.57 -0.078
N -0.02 0.86 2.67 -0.079
H 3.12 3.93 1.64 0.028
H 2.00 3.03 2.67 0.004
H 1.58 3.34 0.99 0.011
H 4.35 1.80 -1.19 0.031
H 2.73 2.52 -1.17 0.032
H 2.91 0.78 -1.32 0.005
H 5.40 2.79 1.06 0.023
H 5.75 1.06 0.94 0.009
H 5.39 1.78 2.51 0.001
H 2.47 -3.39 2.41 0.015
H 3.54 -3.96 1.13 0.027
H 1.99 -3.20 0.73 0.015
H 4.94 -1.90 3.51 0.003
H 5.84 -0.78 2.48 0.011
H 5.84 -2.51 2.12 0.021
H 3.72 -1.43 -1.17 0.016
H 5.12 -2.30 -0.53 0.028
H 5.11 -0.54 -0.53 0.011
H 4.65 1.02 4.49 0.024
H 3.30 1.52 5.51 0.021
H 3.66 2.41 4.01 0.015
H 3.64 -1.36 5.15 0.018
H 2.26 -2.22 4.45 -0.005
H 2.00 -1.00 5.69 0.034
H 0.95 1.91 5.68 0.098
H -1.25 3.08 5.53 0.100
H -2.62 2.80 3.45 0.104
H -1.75 1.30 1.65 0.106
O -0.71 -1.33 -2.24 -0.285
S 0.72 -1.09 -2.26 0.489
O 1.49 -1.98 -3.10 -0.321
O 1.33 -0.93 -0.93 -0.420
C 0.86 0.53 -3.06 -0.210
C 1.48 0.52 -4.30 -0.062
C 1.61 1.68 -5.06 -0.090
C 1.11 2.87 -4.57 -0.092
C 0.50 2.90 -3.33 -0.072
C 0.37 1.74 -2.56 -0.219
S -0.46 2.00 -0.98 0.492
O -1.79 1.45 -1.10 -0.294
O -0.41 3.44 -0.77 -0.325
O 0.38 1.33 0.04 -0.451
H 1.87 -0.42 -4.66 0.101
H 2.11 1.64 -6.02 0.094
H 1.20 3.79 -5.14 0.093
H 0.13 3.82 -2.91 0.101
C -5.45 0.98 -5.25 -0.065
C -5.56 0.83 -3.75 -0.231
C -6.65 1.37 -3.09 -0.076
C -6.78 1.26 -1.71 -0.102
C -5.81 0.57 -0.99 -0.023
C -4.72 0.02 -1.64 -0.217
N -3.75 -0.68 -0.88 0.103
C -3.71 -2.05 -0.85 -0.184
C -4.76 -2.81 -1.38 -0.035
C -4.72 -4.19 -1.37 -0.116
C -3.63 -4.87 -0.85 -0.115
C -2.58 -4.13 -0.34 -0.021
C -2.60 -2.74 -0.32 -0.064
C -1.41 -2.04 0.25 -0.605
O -1.56 -0.85 0.69 -0.132
O -0.31 -2.60 0.32 -0.046
C -4.57 0.15 -3.03 -0.149
C -3.36 -0.46 -3.68 -0.008
H -6.34 1.47 -5.64 0.063
H -5.35 0.01 -5.75 0.078
H -4.58 1.58 -5.53 0.080
H -7.41 1.90 -3.66 0.094
H -7.64 1.69 -1.20 0.088
H -5.88 0.46 0.08 0.112
H -2.89 -0.18 -0.66 0.089
H -5.62 -2.30 -1.80 0.104
H -5.56 -4.74 -1.79 0.088
H -3.59 -5.95 -0.85 0.083
H -1.69 -4.61 0.06 0.118
H -3.46 -1.55 -3.75 0.097
H -2.47 -0.28 -3.10 0.054
H -3.21 -0.08 -4.69 0.069
S -0.55 -3.41 4.82 0.439
C -0.07 -2.44 3.59 -0.923
N 0.32 -1.75 2.74 -0.052


Entry 2:
92
Properties=species:S:1:pos:R:3:lowdin_charge:R:1 method="wB97M-V/def2-TZVPD" gap_ev=5.02 relative_energy_kj_mol=0.0 e_homo_ev=-9.78 total_charge=+1
C -0.34 -2.51 4.91 -0.007
N -0.26 -1.27 4.17 -0.041
C 0.79 -0.40 4.38 -0.355
O 1.69 -0.56 5.20 0.086
C 0.60 0.75 3.44 -0.217
C 1.74 0.91 2.43 -0.088
C 3.04 1.30 3.09 -0.244
C 4.18 0.51 2.91 -0.043
C 5.34 0.79 3.65 -0.068
C 5.37 1.91 4.51 -0.082
C 4.25 2.77 4.57 -0.080
C 3.09 2.47 3.85 -0.049
N -0.63 0.43 2.79 -0.020
C -1.19 1.30 1.86 -0.073
C -2.34 1.07 1.17 -0.098
C -2.95 1.93 0.09 -0.141
C -4.27 1.39 -0.50 -0.153
C -4.96 2.12 -1.46 -0.054
C -6.03 1.63 -2.14 0.002
C -6.59 0.42 -1.73 -0.152
N -7.77 -0.04 -2.41 -0.307
O -8.30 -1.14 -2.12 0.070
O -8.28 0.67 -3.31 0.046
C -6.04 -0.33 -0.69 0.036
C -4.89 0.19 -0.07 0.008
C -1.21 -0.89 3.17 -0.459
C -1.18 -1.91 2.01 0.004
C -2.62 -0.84 3.78 0.004
H 0.52 -2.60 5.58 0.098
H -1.26 -2.56 5.49 0.093
H -0.32 -3.36 4.21 0.093
H 0.49 1.67 3.99 0.147
H 1.87 -0.05 1.88 0.131
H 1.45 1.65 1.67 0.113
H 4.14 -0.36 2.24 0.115
H 6.22 0.13 3.57 0.106
H 6.28 2.15 5.08 0.107
H 4.28 3.67 5.21 0.104
H 2.22 3.12 3.90 0.106
H -0.65 2.25 1.67 0.124
H -2.83 0.14 1.46 0.036
H -2.22 2.07 -0.67 0.104
H -4.58 3.12 -1.64 0.074
H -6.46 2.13 -2.97 0.105
H -6.50 -1.28 -0.45 0.124
H -4.49 -0.41 0.76 0.103
H -0.14 -2.09 1.70 0.098
H -1.60 -2.85 2.38 0.080
H -1.77 -1.59 1.15 0.074
H -2.59 -0.35 4.76 0.100
H -3.38 -0.37 3.16 0.065
H -2.95 -1.87 3.94 0.083
C -5.85 5.42 -3.10 -0.013
C -4.43 5.89 -3.27 -0.654
C -3.69 4.82 -4.07 -0.086
C -4.36 7.19 -4.03 -0.023
N -3.83 6.10 -1.93 -0.162
P -2.21 5.63 -1.76 1.287
H -3.09 2.84 0.58 0.081
N -2.09 6.60 -0.34 -0.155
C -0.71 6.92 0.13 -0.650
C -0.39 8.30 -0.39 -0.023
C 0.27 5.90 -0.44 -0.102
C -0.65 6.78 1.64 -0.017
C -3.19 7.44 -0.12 -0.191
C -4.22 7.13 -1.06 -0.187
C -5.34 7.93 -1.14 -0.009
C -5.41 9.05 -0.31 -0.032
C -4.40 9.34 0.61 -0.032
C -3.30 8.51 0.76 -0.010
H -6.47 6.17 -2.62 0.072
H -6.23 5.23 -4.12 0.112
H -5.89 4.46 -2.55 0.077
H -2.62 5.04 -4.23 0.064
H -3.77 3.83 -3.60 0.075
H -4.19 4.77 -5.04 0.107
H -3.35 7.62 -4.06 0.101
H -4.68 6.94 -5.06 0.106
H -5.04 7.96 -3.62 0.090
H -0.99 9.08 0.11 0.087
H 0.68 8.46 -0.19 0.106
H -0.58 8.36 -1.47 0.103
H 0.04 4.89 -0.09 0.080
H 0.30 5.89 -1.54 0.060
H 1.26 6.17 -0.06 0.107
H -0.84 5.73 1.93 0.102
H 0.39 7.03 1.93 0.108
H -1.33 7.47 2.16 0.071
H -6.18 7.67 -1.79 0.105
H -6.28 9.66 -0.38 0.114
H -4.45 10.19 1.26 0.116
H -2.56 8.64 1.56 0.107


Entry 3:
109
Properties=species:S:1:pos:R:3:lowdin_charge:R:1 method="wB97M-V/def2-TZVPD" gap_ev="5.66 / 5.43" e_homo_ev="-10.47 / -10.38" total_charge=+1
Sr 0.49 -0.54 -0.73 1.235
C 0.90 -3.60 -4.18 0.016
C 1.11 -2.72 -2.98 -0.234
N 0.16 -2.35 -2.21 -0.090
O -1.11 -2.74 -2.49 -0.024
B -1.85 -3.21 -1.24 -1.119
F -3.20 -3.14 -1.48 0.160
F -1.42 -4.51 -0.99 0.156
O -1.61 -2.32 -0.06 0.020
N -0.32 -2.31 0.41 -0.153
C 0.15 -3.25 1.13 -0.249
C -0.58 -4.46 1.63 0.002
C 1.60 -3.10 1.45 -0.218
N 2.21 -2.20 0.77 -0.008
O 3.55 -2.07 0.99 -0.060
B 4.40 -1.58 -0.15 -1.164
F 5.22 -0.58 0.44 0.065
F 5.15 -2.60 -0.65 0.192
O 3.65 -0.81 -1.19 -0.089
N 2.47 -1.32 -1.70 -0.131
C 2.47 -2.25 -2.58 -0.245
C 3.68 -2.83 -3.21 0.017
C 2.30 -3.98 2.43 0.023
H -0.10 -4.02 -4.13 0.090
H 1.62 -4.42 -4.21 0.091
H 0.98 -3.02 -5.10 0.100
H -1.64 -4.39 1.37 0.090
H -0.47 -4.56 2.71 0.094
H -0.19 -5.35 1.15 0.108
H 4.54 -2.19 -3.03 0.090
H 3.53 -2.95 -4.28 0.091
H 3.91 -3.81 -2.79 0.111
H 3.31 -4.19 2.08 0.098
H 1.77 -4.92 2.60 0.079
H 2.40 -3.46 3.39 0.097
C -2.15 3.25 2.04 -0.042
N -1.94 2.12 1.15 -0.144
C -1.73 2.50 -0.24 -0.043
C -1.25 1.02 1.60 -0.467
O -0.21 0.62 1.01 -0.326
N -1.74 0.38 2.67 -0.095
C -3.08 0.63 3.19 -0.023
C -1.11 -0.82 3.18 -0.021
H -1.46 4.06 1.79 0.096
H -1.97 2.97 3.08 0.085
H -3.17 3.64 1.95 0.097
H -2.45 3.27 -0.50 0.104
H -1.90 1.64 -0.89 0.036
H -0.72 2.88 -0.42 0.081
H -3.67 1.20 2.48 0.092
H -3.05 1.16 4.14 0.098
H -3.57 -0.33 3.35 0.101
H -0.10 -0.91 2.79 0.064
H -1.69 -1.70 2.87 0.103
H -1.07 -0.79 4.27 0.103
Te 2.75 0.63 1.16 1.905
C 3.69 2.44 1.78 -0.434
C 5.08 2.50 1.82 -0.109
C 5.70 3.60 2.39 -0.059
C 4.95 4.63 2.91 -0.062
C 3.56 4.58 2.86 -0.071
C 2.93 3.48 2.30 -0.132
C 2.85 0.04 3.19 -0.409
C 3.96 -0.66 3.62 -0.102
C 4.08 -1.00 4.96 -0.055
C 3.09 -0.63 5.86 -0.062
C 1.98 0.09 5.42 -0.069
C 1.86 0.43 4.09 -0.134
H 5.67 1.68 1.41 0.101
H 6.79 3.64 2.42 0.114
H 5.44 5.48 3.37 0.112
H 2.98 5.39 3.26 0.110
H 1.85 3.44 2.27 0.095
H 4.73 -0.95 2.92 0.106
H 4.95 -1.55 5.29 0.116
H 3.18 -0.90 6.91 0.112
H 1.22 0.38 6.13 0.111
H 1.02 1.03 3.75 0.095
S -6.81 -2.20 -4.13 0.737
C -5.54 -1.22 -3.76 -1.041
S -3.91 -1.65 -4.17 1.041
C -3.33 -0.24 -3.29 -1.045
N -4.32 0.47 -2.78 0.039
N -5.52 -0.03 -3.04 -0.098
C -6.63 0.78 -2.61 -0.168
C -6.35 1.78 -1.68 -0.020
C -7.36 2.62 -1.24 -0.073
C -8.65 2.47 -1.71 -0.072
C -8.93 1.49 -2.65 -0.062
C -7.93 0.65 -3.11 -0.035
S -1.72 0.21 -3.25 0.722
H -5.34 1.89 -1.32 0.095
H -7.13 3.40 -0.52 0.106
H -9.44 3.13 -1.37 0.109
H -9.93 1.37 -3.03 0.113
H -8.16 -0.09 -3.86 0.046
C 0.45 3.07 -3.18 -0.292
P 1.32 1.49 -2.83 0.726
C 3.04 2.11 -2.62 -0.273
C 1.44 0.82 -4.53 -0.275
H 0.87 3.54 -4.08 0.049
H 0.56 3.76 -2.34 0.036
H -0.61 2.87 -3.34 0.008
H 3.32 2.75 -3.45 0.050
H 3.72 1.26 -2.59 0.034
H 3.13 2.66 -1.68 0.032
H 2.01 1.51 -5.16 0.051
H 0.44 0.69 -4.94 0.008
H 1.95 -0.14 -4.51 0.031